1.
An isolated molecule of C4H7NO2. Source: OMol25; level of theory: ωB97M-V with the def2-TZVPD basis set.

Geometry as XYZ:
```
14
Properties=species:S:1:pos:R:3:nbo_charge:R:1
H -2.734 1.184 0.679 0.350
N -2.160 1.559 -0.077 -0.679
C -1.014 1.037 -0.051 0.534
C 0.130 1.294 -1.003 -0.153
O 0.914 0.123 -0.872 -0.516
C 0.708 -0.365 0.429 0.376
C 0.700 -1.871 0.425 -0.638
O -0.578 0.110 0.843 -0.507
H -0.194 1.396 -2.040 0.221
H 0.687 2.196 -0.706 0.191
H 1.458 0.054 1.118 0.148
H 0.591 -2.255 1.444 0.222
H 1.631 -2.248 -0.004 0.226
H -0.140 -2.213 -0.185 0.225
```

Summary:
Total charge = 0
LUMO level = 0.9405 eV
Kohn-Sham gap = 11.17 eV



2.
An isolated molecule of C4H7NO2. Source: OMol25; level of theory: ωB97M-V with the def2-TZVPD basis set.

Geometry as XYZ:
```
14
Properties=species:S:1:pos:R:3:nbo_charge:R:1
C -1.899 -1.133 0.515 -0.606
C -0.464 -0.934 0.053 -0.515
C 0.010 0.492 0.067 0.517
O -0.700 1.474 0.124 -0.526
C 1.536 0.650 -0.027 0.569
N 1.929 1.672 -0.820 -0.803
O 2.286 -0.114 0.552 -0.591
H -2.030 -0.750 1.531 0.216
H -2.608 -0.610 -0.133 0.217
H -2.147 -2.199 0.513 0.215
H 0.251 -1.542 0.617 0.254
H -0.335 -1.251 -0.995 0.235
H 1.257 2.357 -1.127 0.412
H 2.913 1.888 -0.871 0.406
```

Summary:
Total charge = 0
LUMO level = 0.5434 eV
Kohn-Sham gap = 10.15 eV



3.
A cluster of 2 separate species, C4H7NO2 in total in a non-equilibrium geometry. Source: OMol25; level of theory: ωB97M-V with the def2-TZVPD basis set.

Geometry as XYZ:
```
14
Properties=species:S:1:pos:R:3:nbo_charge:R:1
C -0.520 -1.325 -0.695 -0.268
C -0.484 -1.535 -1.894 0.010
C 0.593 1.878 2.306 0.450
C -0.405 -1.392 -3.339 -0.695
N -0.308 -0.145 3.183 -0.491
O 0.581 0.608 2.549 -0.235
O 1.545 2.337 1.458 -0.663
H -0.760 -1.162 0.304 0.242
H 0.054 2.617 2.810 0.155
H -0.010 -0.457 -3.488 0.234
H -1.387 -1.305 -3.825 0.238
H 0.295 -2.065 -3.957 0.236
H -0.991 0.305 3.750 0.287
H 1.797 1.641 0.837 0.502
```

Summary:
Total charge = 0
LUMO level (spin up / spin down) = 0.5772 / 0.2421 eV
Kohn-Sham gap (spin up / spin down) = 9.01 / 7.86 eV